Molecular formula: C60H130N12O12
Method: DFT, the ωB97M-V functional and the def2-TZVPD basis

Last column: Löwdin charge in e.
Positions of all 214 atoms, in Å:
C -33.986 29.499 3.043  -0.09
C -34.085 30.429 1.824  -0.24
C -33.977 31.900 2.195  -0.17
C -34.896 32.319 3.258  -0.24
N -35.587 32.627 4.118  0.16
H -33.185 29.881 3.692  0.07
H -33.661 28.509 2.731  0.06
H -34.888 29.493 3.649  0.08
H -35.025 30.204 1.307  0.10
H -33.297 30.148 1.121  0.09
H -34.165 32.580 1.368  0.09
H -32.987 32.006 2.646  0.09
C -31.080 37.851 -2.191  -0.09
C -31.060 37.155 -0.822  -0.25
C -30.318 37.960 0.230  -0.20
C -30.815 39.304 0.512  -0.23
N -31.211 40.353 0.757  0.16
H -30.079 38.195 -2.453  0.07
H -31.739 38.719 -2.190  0.08
H -31.416 37.149 -2.954  0.06
H -30.666 36.146 -0.927  0.10
H -32.097 37.081 -0.481  0.09
H -29.243 38.050 0.042  0.12
H -30.375 37.449 1.200  0.09
C -31.681 25.576 -2.020  -0.09
C -31.527 27.089 -2.211  -0.24
C -30.065 27.543 -2.168  -0.17
C -29.976 28.948 -2.584  -0.20
N -29.943 30.043 -2.933  0.17
H -30.874 25.200 -1.394  0.04
H -31.541 25.106 -2.999  0.07
H -32.654 25.283 -1.639  0.07
H -32.033 27.591 -1.382  0.09
H -32.013 27.397 -3.136  0.11
H -29.411 26.995 -2.851  0.12
H -29.645 27.477 -1.166  0.09
C -34.419 35.885 -2.931  -0.10
C -35.731 36.642 -2.833  -0.24
C -36.793 35.904 -2.011  -0.18
C -36.406 35.692 -0.614  -0.22
N -36.067 35.576 0.476  0.18
H -33.898 35.829 -1.975  0.06
H -33.774 36.407 -3.647  0.07
H -34.513 34.906 -3.407  0.06
H -36.185 36.755 -3.822  0.11
H -35.595 37.663 -2.478  0.12
H -37.056 34.945 -2.460  0.10
H -37.731 36.467 -1.970  0.12
C -33.529 37.350 4.590  -0.08
C -33.141 37.779 3.175  -0.27
C -34.269 38.196 2.230  -0.20
C -34.911 39.432 2.691  -0.23
N -35.384 40.404 3.070  0.14
H -33.660 38.195 5.269  0.07
H -32.635 36.849 4.970  0.05
H -34.382 36.677 4.623  0.08
H -32.710 36.865 2.740  0.09
H -32.353 38.535 3.149  0.10
H -35.036 37.419 2.194  0.09
H -33.905 38.355 1.214  0.10
C -27.264 32.423 -2.230  -0.10
O -27.098 33.796 -1.962  -0.21
C -27.602 34.609 -2.990  -0.23
C -27.018 35.999 -2.838  -0.21
N -25.562 36.070 -2.774  -0.04
C -24.947 35.740 -4.047  -0.21
C -23.459 35.956 -3.954  -0.24
O -22.949 35.103 -2.952  -0.19
C -21.583 35.305 -2.754  -0.13
H -26.960 31.866 -1.344  0.08
H -26.715 32.071 -3.110  0.09
H -28.322 32.181 -2.381  0.06
H -28.694 34.719 -2.872  0.12
H -27.413 34.141 -3.963  0.12
H -27.408 36.391 -1.890  0.10
H -27.448 36.666 -3.587  0.12
H -25.336 35.343 -2.100  0.08
H -25.325 36.391 -4.836  0.13
H -25.096 34.681 -4.305  0.12
H -23.280 36.992 -3.620  0.13
H -22.954 35.883 -4.926  0.12
H -21.165 34.591 -2.044  0.08
H -21.381 36.316 -2.376  0.09
H -21.001 35.162 -3.677  0.09
C -26.842 24.957 -1.832  -0.11
O -27.418 25.158 -0.564  -0.20
C -28.173 24.055 -0.123  -0.23
C -28.967 24.449 1.111  -0.20
N -29.691 25.679 0.825  -0.06
C -30.136 26.379 2.020  -0.20
C -30.777 27.707 1.687  -0.23
O -29.720 28.572 1.336  -0.18
C -30.112 29.874 0.987  -0.12
H -27.621 24.786 -2.586  0.09
H -26.143 24.114 -1.810  0.09
H -26.294 25.856 -2.104  0.09
H -27.499 23.227 0.132  0.13
H -28.873 23.729 -0.905  0.12
H -28.294 24.531 1.978  0.12
H -29.691 23.667 1.356  0.12
H -29.018 26.262 0.335  0.08
H -29.316 26.611 2.715  0.13
H -30.871 25.746 2.526  0.13
H -31.396 28.049 2.526  0.11
H -31.462 27.604 0.828  0.11
H -30.807 29.880 0.134  0.07
H -29.199 30.396 0.711  0.08
H -30.624 30.416 1.791  0.07
C -31.003 37.562 11.349  -0.11
O -30.811 38.221 10.126  -0.21
C -29.713 39.124 10.127  -0.23
C -29.794 40.083 8.966  -0.22
N -29.418 39.515 7.672  -0.06
C -30.194 38.354 7.242  -0.20
C -29.624 37.814 5.946  -0.22
O -30.232 36.551 5.722  -0.20
C -29.893 35.936 4.517  -0.13
H -30.644 38.174 12.182  0.08
H -30.486 36.595 11.393  0.09
H -32.069 37.362 11.458  0.09
H -28.785 38.537 10.073  0.13
H -29.704 39.701 11.061  0.12
H -29.088 40.886 9.200  0.12
H -30.783 40.570 8.960  0.12
H -29.564 40.252 6.989  0.11
H -31.245 38.638 7.093  0.13
H -30.148 37.539 7.958  0.12
H -28.536 37.685 5.977  0.13
H -29.863 38.485 5.104  0.12
H -28.823 35.696 4.447  0.09
H -30.176 36.501 3.616  0.07
H -30.420 34.982 4.558  0.07
C -27.845 35.619 1.238  -0.12
O -27.089 34.760 2.042  -0.19
C -26.513 33.620 1.389  -0.19
C -25.278 33.954 0.608  -0.22
N -24.278 34.557 1.457  -0.04
C -23.172 35.132 0.727  -0.22
C -22.191 35.808 1.637  -0.24
O -22.804 36.994 2.111  -0.19
C -22.031 37.618 3.116  -0.11
H -28.387 36.377 1.805  0.07
H -28.582 35.079 0.625  0.08
H -27.250 36.223 0.531  0.09
H -27.278 33.065 0.837  0.10
H -26.271 33.007 2.264  0.10
H -25.530 34.636 -0.222  0.09
H -24.897 33.062 0.097  0.13
H -24.698 35.215 2.100  0.11
H -23.534 35.948 0.070  0.13
H -22.732 34.391 0.058  0.12
H -21.283 36.066 1.068  0.12
H -21.840 35.178 2.464  0.13
H -22.522 38.571 3.313  0.09
H -21.014 37.817 2.761  0.09
H -21.997 37.043 4.047  0.09
C -26.030 30.541 6.011  -0.12
O -27.047 30.777 5.073  -0.18
C -27.211 32.155 4.811  -0.22
C -28.528 32.386 4.101  -0.20
N -29.625 32.470 5.058  -0.05
C -30.906 32.075 4.507  -0.22
C -31.970 32.132 5.580  -0.24
O -31.808 31.050 6.451  -0.18
C -32.510 31.198 7.659  -0.11
H -25.083 31.030 5.723  0.09
H -25.803 29.479 6.049  0.09
H -26.294 30.963 6.988  0.09
H -26.434 32.482 4.106  0.11
H -27.166 32.735 5.740  0.13
H -28.682 31.616 3.329  0.12
H -28.441 33.330 3.551  0.09
H -29.402 31.953 5.899  0.12
H -30.882 31.070 4.062  0.11
H -31.155 32.882 3.811  0.09
H -32.980 32.246 5.170  0.10
H -31.766 33.087 6.096  0.13
H -32.412 32.217 8.043  0.09
H -32.134 30.478 8.386  0.08
H -33.573 30.951 7.531  0.09
C -32.838 33.414 -6.364  -0.11
O -33.300 32.354 -5.567  -0.18
C -32.435 32.050 -4.501  -0.25
C -33.199 31.194 -3.524  -0.21
N -34.179 32.023 -2.806  -0.07
C -35.053 31.237 -1.942  -0.19
C -35.948 32.196 -1.203  -0.24
O -36.889 31.475 -0.432  -0.19
C -37.685 32.329 0.357  -0.10
H -31.755 33.373 -6.546  0.09
H -32.988 34.390 -5.870  0.08
H -33.341 33.444 -7.327  0.09
H -32.142 32.990 -4.010  0.12
H -31.521 31.506 -4.768  0.11
H -32.520 30.717 -2.817  0.09
H -33.725 30.418 -4.100  0.13
H -34.698 32.442 -3.575  0.10
H -34.446 30.582 -1.315  0.12
H -35.687 30.550 -2.527  0.13
H -36.467 32.859 -1.911  0.11
H -35.356 32.828 -0.525  0.10
H -37.091 32.740 1.181  0.07
H -38.438 31.692 0.822  0.09
H -38.182 33.098 -0.238  0.08
N -32.402 33.616 -0.790  0.05
C -31.274 32.822 -0.802  -0.11
C -30.596 33.083 0.354  -0.12
C -31.342 34.004 1.142  -0.10
C -32.415 34.326 0.362  -0.20
H -33.087 33.658 -1.532  0.10
H -31.046 32.206 -1.654  0.08
H -29.610 32.728 0.611  0.08
H -30.998 34.422 2.073  0.08
H -33.201 35.041 0.559  0.10

## Properties
Calculated total energy in a.u.: -3923.77578
Maximum force in Eh/bohr: 0.0316
SMILES string: c1cc[nH]c1.COCCNCCOC.COCCNCCOC.COCCNCCOC.COCCNCCOC.COCCNCCOC.COCCNCCOC.CCCC#N.CCCC#N.CCCC#N.CCCC#N.CCCC#N
LUMO in eV: 0.32
Total charge: 0
Orbital gap in eV: 8.663